No. 1
Entry from the Open Molecules 2025 dataset: C19H27GaN7O6 as an isolated structure (ωB97M-V with the def2-TZVPD basis set).

Properties
* HOMO level (alpha / beta): -0.3959 / -0.3906 hartree
* charge: +1
* molar mass: 519.19 g mol⁻¹
* energy relative to the best compared isomer or geometry (same formula, charge and spin): 0.0 kJ/mol
* HOMO-LUMO gap (alpha / beta): 5.9 / 5.7 eV
* LUMO (alpha / beta): -4.9 / -4.9 eV

```
60
Properties=species:S:1:pos:R:3:forces:R:3:mulliken_charge:R:1
C 2.7314 -0.2885 0.0174 0.5 -0.2 -0.2 -0.503
C -0.0994 -2.7308 -0.3613 1.3 0.9 -1.9 0.335
C -2.8809 1.2414 -1.5689 -0.6 1.2 0.4 -1.020
C -3.1212 -0.3582 -0.1082 -1.4 0.6 -0.5 -0.466
N 0.6318 1.2919 -1.6506 -0.2 2.9 -0.8 0.526
H -3.2472 -1.4243 0.0606 0.3 0.4 0.3 0.488
H -0.0539 4.9400 0.0265 -0.1 -0.1 0.1 0.427
C -5.9937 0.0869 3.1867 -0.2 -0.3 -0.1 -1.058
Ga -0.3063 0.0661 -0.5456 -1.6 -1.8 0.4 -0.192
H 0.4232 4.2746 -2.5780 0.2 -0.2 0.1 0.335
O 0.9560 0.9111 -2.9315 0.3 0.6 0.9 -0.457
N -0.5269 1.6947 0.5490 0.4 3.8 0.1 0.712
C -5.0090 -0.0955 2.2188 -0.4 0.4 0.0 -0.079
H -2.7611 -3.0396 1.4732 0.4 0.0 0.1 0.179
C -7.2485 0.6119 2.8419 0.2 0.2 -0.3 0.445
O 2.8797 -0.2186 -1.4002 0.9 -0.1 0.3 -0.457
C -4.0613 1.4693 -0.9424 0.5 0.5 -0.6 -0.397
H 1.3286 -4.2675 -0.7868 -0.3 0.1 -0.1 0.303
H -1.4993 -4.2796 1.4680 0.0 0.3 0.1 0.481
H -4.0451 -0.5212 2.4968 -0.2 0.3 -0.1 0.544
H -5.7859 -0.1822 4.2194 -0.1 0.0 -0.2 0.443
H -1.7018 4.2908 0.0055 0.2 -0.2 0.1 0.287
O 0.7507 -1.8266 -2.3524 0.1 -0.1 0.8 -0.826
N 0.2421 -1.6841 -1.1780 -0.6 -1.8 0.0 0.992
C -5.2586 0.3620 0.9161 -0.8 0.2 0.7 0.772
C -7.5006 0.9970 1.5164 0.0 -0.1 -0.1 -0.773
C 0.5821 2.5833 -1.2806 1.2 -3.0 -2.9 0.313
H 1.1394 -0.0747 -2.8490 -0.1 0.2 0.0 0.518
H -0.7347 4.1633 1.4783 0.1 -0.1 -0.2 0.398
H -4.7857 2.2478 -1.1008 0.0 -0.1 0.1 0.501
H 1.8688 3.2367 -2.8318 -0.2 0.2 0.1 0.430
H 2.2247 0.6197 0.3555 0.1 0.0 0.1 0.080
H -2.4601 1.7843 -2.3958 0.2 0.1 0.0 0.665
N -9.1617 0.9184 4.5980 2.0 -0.3 -1.8 -0.479
H 2.1117 0.6892 3.6451 0.0 0.0 0.1 0.319
C -0.1700 2.8169 -0.0883 -1.9 -2.4 3.4 0.713
H 1.4035 -0.5380 3.0856 0.3 0.0 0.3 0.306
N -2.2471 0.1828 -0.9747 -0.1 -1.1 -0.8 0.206
C 0.2389 -4.1233 -0.7558 0.0 -0.3 -0.1 -1.590
O -2.0246 -0.5534 1.6129 0.2 0.5 1.7 -0.486
H 1.7598 4.3418 -1.4185 -0.2 -0.2 -0.2 0.439
N -0.9771 -1.0119 0.9548 1.3 -3.0 0.0 -0.049
H 3.7116 -0.6672 -1.6473 -0.7 0.3 0.1 0.338
H 3.7038 -0.3518 0.5222 -0.3 0.1 0.0 0.543
H -6.7151 1.1763 -0.4847 0.1 -0.1 0.5 0.467
C 1.1957 3.6686 -2.0828 0.1 0.1 -0.1 -1.770
H -0.1626 -4.3280 -1.7566 0.2 0.0 0.1 0.324
C -0.8579 -2.3554 0.7765 -1.0 3.2 0.8 0.359
O -1.2702 1.8588 1.6861 0.6 -0.1 -1.0 -0.613
C -0.6818 4.1215 0.3870 0.3 0.7 -0.1 -1.531
C -8.2934 0.7851 3.8233 -1.7 0.2 1.6 0.013
H -8.4773 1.4019 1.2383 0.3 -0.2 0.2 0.446
N -4.2001 0.4800 0.0106 1.0 -1.3 -1.0 0.412
H -1.6335 0.9141 1.8491 0.0 -0.2 0.0 0.490
H -0.1795 -4.8595 -0.0608 0.1 0.2 -0.2 0.396
C -1.6864 -3.2156 1.6522 -0.2 -0.9 0.1 -1.315
H 2.1415 -1.1676 0.2886 0.1 0.0 0.2 0.140
H -1.4839 -2.9890 2.7112 -0.1 0.0 -0.4 0.303
C -6.5100 0.8725 0.5468 0.0 -0.1 0.4 -0.695
O 2.2218 -0.2591 3.5262 -0.4 -0.1 -0.4 -0.635
```
Positions in Å, forces in eV/Å.



No. 2
Entry from the Open Molecules 2025 dataset: one molecule with the formula C4H3ClOS2 (ωB97M-V with the def2-TZVPD basis set).

Properties
* HOMO level: -0.3431 hartree
* SMILES string: S=CO/C(C=S)=C/Cl
* molar mass: 166.65 g mol⁻¹
* energy relative to the best compared isomer or geometry (same formula, charge and spin): 206.0 kJ/mol
* HOMO-LUMO gap: 7.8 eV
* LUMO: -1.5 eV

```
11
Properties=species:S:1:pos:R:3:forces:R:3:mulliken_charge:R:1
S -2.2701 -1.5634 2.0485 0.8 1.3 -0.8 -0.234
H -1.0572 0.4706 1.5497 0.0 0.7 -0.2 0.366
O -0.4218 -1.0601 0.2530 -2.1 0.1 1.6 -0.285
Cl 0.4191 1.7496 -2.3865 -0.2 -0.4 0.3 -0.167
C -0.3424 0.5316 -1.4073 0.1 -0.1 -0.4 -0.146
S 2.1524 -0.4408 1.4949 0.1 0.2 -1.0 -0.187
H -1.4108 0.3585 -1.6553 1.0 0.1 0.4 0.369
H 2.2066 0.6644 -0.7043 0.5 -0.5 0.6 0.232
C 0.3112 -0.1746 -0.4622 -0.5 0.8 -0.2 0.367
C -1.2660 -0.5401 1.2661 0.5 -3.1 -0.3 -0.060
C 1.6790 0.0043 0.0032 -0.2 1.0 0.0 -0.255
```
Positions in Å, forces in eV/Å.



No. 3
Entry from the Open Molecules 2025 dataset: C43H39F4N3OPdS2SbSi as an isolated structure (ωB97M-V with the def2-TZVPD basis set).

Properties
* HOMO level (alpha / beta): -0.3606 / -0.3733 hartree
* charge: +1
* molar mass: 1010.20 g mol⁻¹
* HOMO-LUMO gap (alpha / beta): 4.7 / 5.2 eV
* LUMO (alpha / beta): -5.1 / -4.9 eV

```
95
Properties=species:S:1:pos:R:3:forces:R:3:mulliken_charge:R:1
H -6.4701 1.5050 -3.3118 0.0 0.0 0.0 0.402
H 2.1029 5.0440 2.4713 0.0 0.0 0.0 0.510
H -5.7419 1.0106 1.5437 0.0 0.0 0.0 0.322
C 4.5333 3.4521 0.7133 0.0 0.1 0.1 -0.617
C 0.7290 0.6284 2.7357 -0.2 0.2 0.5 0.417
C 3.3749 -3.6748 1.9979 0.0 -0.1 0.2 -1.314
C -5.8373 -1.3766 0.2944 0.0 0.0 0.0 -1.120
C -2.5138 3.0355 -2.0961 0.0 0.0 0.0 0.196
C 2.3019 0.5839 -3.2215 -0.1 0.1 0.1 -0.799
H -1.3954 4.8400 -1.8434 0.0 0.0 0.0 0.479
C 2.6823 -3.6025 -3.7835 0.2 -0.1 0.0 -0.681
N -1.7970 -0.4187 1.4526 0.0 0.4 -0.3 -0.106
C -0.3200 1.6965 -1.1253 -0.1 -0.1 0.1 0.465
H 4.0375 -4.3344 1.4384 0.0 0.0 0.0 0.473
C 1.7433 -2.9310 -1.1706 -0.3 -0.2 -0.3 0.661
H 0.7791 3.1580 1.6020 -0.1 0.0 0.0 0.843
H -6.7420 -1.9631 0.1213 0.0 0.0 0.0 0.492
H -0.5291 -3.4508 2.8015 0.0 0.0 0.0 0.198
C -0.7847 2.2275 3.7207 0.0 -0.1 0.0 -1.250
C 3.1501 0.2752 -4.2698 0.1 0.0 0.0 -0.687
C 2.6334 0.1830 -1.9322 0.0 -0.4 0.3 0.230
H -5.6686 -1.3245 1.3680 0.0 0.0 0.0 0.397
H 1.6488 -5.8632 0.1172 0.0 0.0 0.0 0.359
H 5.5808 3.5712 0.4751 0.0 0.0 0.0 0.510
C 1.1562 -2.4516 -2.3577 -0.2 0.0 0.1 0.400
F 5.0953 -0.7807 -5.0207 0.0 0.0 0.0 -0.378
C 3.7804 -0.5713 -1.6899 0.0 0.0 0.0 -0.200
H -1.7598 2.6839 3.7869 0.0 0.0 0.0 0.530
C 2.4386 2.2699 0.5385 0.0 -0.2 0.1 0.745
C -5.9597 -0.0087 -0.3207 0.0 0.0 0.0 0.840
C 3.8992 4.3811 1.5182 0.0 -0.1 0.0 -0.024
H 2.2095 2.3410 5.2757 0.0 0.0 0.0 0.480
H 3.3924 -4.1431 -0.5240 0.0 0.0 0.0 0.202
C 4.6279 -0.8951 -2.7342 0.0 0.1 0.0 -0.739
C 1.0388 -5.4646 0.9270 0.1 -0.1 0.2 -1.092
H 1.0462 -2.3796 -4.4733 0.0 0.0 0.0 0.513
C -6.2325 2.5324 -1.4418 -0.1 0.0 0.0 -0.491
C -6.1746 0.1406 -1.6886 0.1 0.0 0.0 -0.389
Si 1.5740 -3.7737 1.4948 0.1 0.3 -0.7 0.285
H -6.2304 -0.7375 -2.3218 0.0 0.0 0.0 0.390
H 4.0206 -0.9154 -0.6901 0.0 0.0 0.0 0.571
S -1.6842 -2.6522 -0.4006 -0.2 0.0 0.3 -0.618
H -5.9951 3.2656 0.5589 0.0 0.0 0.0 0.420
F 4.6055 5.4083 1.9917 0.0 0.0 0.0 -0.330
C -2.5684 1.6563 -1.9956 0.0 0.0 0.0 -0.699
C -1.7381 0.7637 1.9969 -0.1 -0.3 0.2 0.343
H 0.6899 -2.2481 3.2797 0.0 0.0 0.0 0.150
C -2.9348 1.6635 1.9280 0.0 0.0 0.0 -1.154
C -3.0785 -1.8026 0.2184 0.1 0.0 -0.2 0.574
C -6.0361 2.3902 -0.0767 0.0 0.0 0.0 -0.392
H 3.7477 -2.6527 1.9032 0.0 0.0 0.0 0.343
C 3.3264 -4.0805 -2.6484 0.0 -0.1 0.0 -1.251
H -0.0404 3.4054 5.3359 0.0 0.0 0.0 0.443
C -1.3938 3.7641 -1.7382 0.0 0.0 0.0 -0.875
H 0.5876 3.6519 -0.9593 0.0 0.0 0.0 0.590
C 1.7068 1.0602 3.6483 -0.1 -0.1 -0.2 -0.773
C -6.3041 1.4021 -2.2474 0.0 0.0 0.0 -0.726
Sb 1.3602 0.6827 -0.3339 -0.5 -0.1 0.1 3.232
C -5.8969 1.1244 0.4778 -0.1 0.0 0.0 -0.381
H 0.0005 -5.4336 0.5900 0.0 0.0 0.0 0.290
F 0.0797 -1.6156 -2.2587 0.6 0.0 -0.3 -0.109
H 2.9365 0.5875 -5.2826 0.0 0.0 0.0 0.512
Pd -0.1926 -1.3942 0.6720 -0.2 -0.4 0.2 0.031
C 0.5375 -3.2806 2.9643 0.0 0.0 0.0 -0.943
F -3.5840 3.6897 -2.5533 0.0 0.1 -0.1 -0.338
C 3.7933 2.3900 0.2245 0.0 0.0 0.0 -0.904
H 2.6799 0.5910 3.5849 0.0 0.0 0.0 0.510
C -0.2906 3.0856 -1.2441 0.1 0.0 0.0 -0.846
H 1.0953 -6.1634 1.7662 0.0 0.0 0.0 0.413
H -3.4670 1.1269 -2.2849 0.0 0.0 0.0 0.523
H -2.6222 2.7050 1.9171 0.0 0.0 0.0 0.482
C 4.2919 -0.4628 -4.0039 -0.1 0.0 0.0 0.039
S -4.5612 -2.4249 -0.4532 0.0 -0.1 0.1 -0.094
H 0.8493 -3.9260 3.7903 0.0 0.0 0.0 0.482
C 2.8711 -3.7541 -1.3865 0.0 0.0 0.1 -0.102
C -0.5669 1.2035 2.7749 0.2 -0.1 0.0 0.985
H -3.5985 1.5057 2.7818 0.0 0.0 0.0 0.422
C 2.5583 4.2900 1.8444 0.0 0.0 0.0 -0.758
H 1.3948 1.1440 -3.4150 0.0 0.0 0.0 0.454
H 3.0282 -3.8683 -4.7729 0.0 0.0 0.0 0.471
C 1.5859 -2.7802 -3.6257 -0.2 0.2 0.1 -0.869
C 0.1828 2.6363 4.6097 0.1 0.0 0.0 -1.115
H 3.4607 -3.9555 3.0515 0.0 0.0 0.0 0.463
H -1.5015 -0.0901 -1.4150 0.0 0.0 0.0 0.262
C 1.4399 2.0338 4.5795 0.0 0.1 0.0 -0.614
C 1.8294 3.2199 1.3581 0.0 0.1 -0.1 -0.565
H 5.5249 -1.4783 -2.5818 0.0 0.0 0.0 0.509
H -3.5088 1.4450 1.0340 0.1 0.0 0.0 -0.334
H 4.2813 1.6707 -0.4205 0.0 0.0 0.0 0.405
N 1.2502 -2.6730 0.0872 0.4 0.5 0.5 0.537
C -1.4589 0.9881 -1.5066 0.0 0.0 0.0 -0.194
H 4.1902 -4.7243 -2.7508 0.0 0.0 0.0 0.459
H -6.3413 3.5170 -1.8766 0.0 0.0 0.0 0.446
O 1.1236 -0.3029 1.8651 0.4 0.2 -0.8 -0.245
N -3.0648 -0.8028 1.0207 0.0 0.2 0.0 -0.585
```
Positions in Å, forces in eV/Å.



No. 4
Entry from the Open Molecules 2025 dataset: a 3-piece molecular cluster, C27H53Br2N3O5 overall (ωB97M-V with the def2-TZVPD basis set).

Properties
* HOMO level: -0.2935 hartree
* SMILES string: CCN(CCC(=O)O[C@@H](CCCC(=O)O)/C(Br)=C(\C)Br)C(C)=O.CCN(CC)CC.CCN(CC)CC
* molar mass: 659.55 g mol⁻¹
* HOMO-LUMO gap: 8.1 eV
* LUMO: 0.1 eV

```
90
Properties=species:S:1:pos:R:3:forces:R:3:mulliken_charge:R:1
H 0.0726 -3.2253 7.5136 0.1 0.2 -0.1 0.341
H 1.5601 -1.6604 3.2158 -0.6 -1.3 -1.2 -0.217
H 0.9826 -2.5566 -0.3828 1.3 -0.1 -0.2 0.248
C -0.9248 0.7961 -1.9126 -0.2 0.2 0.4 -0.363
H 1.3773 1.1109 -1.8133 -1.5 0.5 0.0 0.282
H 3.1845 -1.5682 -2.3683 -1.6 -0.8 0.3 0.292
H 4.2817 -0.6004 2.2682 -1.1 0.7 -0.9 0.328
H 2.4006 -3.1406 -2.8572 -0.4 1.5 0.9 0.384
H -0.7842 -2.6975 9.8242 0.0 0.0 0.0 0.406
H -0.1739 -0.7904 -0.5056 -1.0 -0.1 -1.0 -1.862
H 2.2245 -0.9174 5.9108 -0.1 0.1 0.1 0.096
C 0.3953 1.6578 -1.6385 -0.2 0.8 -0.4 -0.700
Br -3.4172 -1.8709 -2.6712 1.2 0.8 1.4 -0.105
H -4.3041 2.4249 -5.7393 0.1 -0.1 0.0 0.367
C 1.1328 3.7665 -0.2471 -1.7 1.9 2.9 0.322
H -0.1254 2.2016 -8.9520 -0.1 0.0 0.0 0.384
C 0.4758 2.2909 -0.1492 1.8 -0.1 -1.5 0.621
H 0.2332 0.5410 8.0684 0.0 0.1 0.0 0.270
H -1.1424 0.1025 7.0642 0.1 -0.2 0.1 0.441
C -1.5849 -0.4753 -6.0438 0.1 0.0 -0.1 -1.061
H -1.7819 2.7370 -9.1664 0.0 -0.1 0.0 0.259
H -5.2899 3.2164 -7.7474 0.1 0.0 0.0 0.405
H 1.2738 1.6653 0.4069 -1.4 1.0 -0.5 -0.503
H 2.4553 0.1458 8.2847 0.0 0.0 0.0 0.254
C 0.9884 -1.4395 -2.8025 1.3 3.1 -3.2 0.576
H -0.0845 2.0317 6.1016 0.0 -0.1 0.0 0.453
C -2.7256 0.4289 -6.4935 0.2 -0.1 0.0 -0.573
H -2.5433 0.4685 1.6819 0.4 -1.4 -0.4 0.269
H -1.2514 -0.2176 -5.0351 0.0 0.0 -0.1 0.077
C -0.0475 0.1179 7.0947 0.1 0.0 -0.1 -0.403
C -1.1516 2.0468 -8.6048 0.1 0.1 -0.2 -1.015
N 3.0830 -2.1982 0.2727 -1.3 0.1 0.8 0.048
O 2.2556 4.0542 -1.0833 -0.8 -1.3 1.3 -0.475
H -0.3515 1.8357 -6.6351 -0.1 -0.1 0.0 0.258
H -4.5421 1.6914 -8.2093 0.1 0.0 0.0 0.275
H -1.7660 1.2866 -1.2901 1.3 -0.8 -0.9 0.582
C 3.1902 -0.7055 0.2247 0.4 0.5 -0.1 0.058
N -2.4167 1.8504 -6.3906 -0.1 0.3 0.2 0.213
H -0.5184 2.2946 0.4016 1.5 0.4 -0.7 0.239
C -0.0675 -2.0524 9.3069 0.0 -0.1 0.2 -0.980
O 0.6473 4.6591 0.4753 1.8 -2.7 -2.5 -0.533
Br -4.8296 -1.7651 0.4352 1.9 0.8 -0.1 -0.176
O 3.3993 -3.5072 2.2444 -2.2 3.0 -2.7 -0.596
H -3.3111 3.7422 -6.2776 0.2 -0.1 -0.1 0.363
H 1.4898 1.2453 6.0329 -0.1 0.0 0.0 0.282
H -3.7744 3.2348 -8.6304 0.0 -0.1 0.0 0.214
H -1.0812 3.3755 -6.9196 -0.3 -0.1 0.1 0.425
O 1.2289 -0.5936 -3.7081 -1.0 -3.2 3.3 -0.554
H 0.7316 -1.6381 1.5630 0.3 -1.1 1.3 -0.640
H -1.3045 -2.1713 7.5698 0.1 0.1 -0.1 0.411
C -2.1993 -0.5922 1.4411 -1.1 -0.5 0.2 -0.344
C -4.3297 2.7030 -7.8569 -0.2 0.2 -0.2 -0.986
C -2.3635 -1.1838 -1.1193 -0.7 -0.5 2.2 -0.527
H 0.1625 0.6694 5.0034 0.0 0.0 0.1 0.176
C -3.5897 2.7108 -6.5208 -0.1 -0.1 0.2 -0.672
H 2.1343 -2.4592 6.6850 -0.3 0.0 0.1 0.458
C 0.4128 1.0643 5.9923 0.1 0.0 0.0 -1.250
N 0.4442 -1.2454 6.9354 -0.1 -0.4 -0.1 0.240
H -1.0656 -0.5797 1.3589 -1.6 -0.2 -0.1 -0.340
H -1.4312 1.0249 -8.8698 0.0 0.0 0.0 0.250
C 2.6755 -2.7011 1.5989 1.2 -2.8 3.1 0.126
O -0.3716 -1.6607 -2.4521 2.1 0.3 0.9 -0.362
C 3.5517 -0.0132 1.6238 -0.7 0.9 -0.8 -1.129
H -3.0225 0.1491 -7.5132 -0.1 -0.1 -0.1 0.285
H -3.5817 0.2072 -5.8465 0.0 0.3 -0.1 0.470
H 0.6642 -3.2341 2.6130 0.9 1.3 -0.4 0.379
H 4.0185 -0.4587 -0.5400 -1.4 -0.3 1.2 0.273
C -2.9613 -1.1389 0.1553 1.9 0.2 -2.0 0.095
H -2.5221 -1.2665 2.3198 0.7 1.1 -1.3 0.404
H 3.7932 -0.8155 7.6662 -0.1 0.0 0.0 0.408
C -1.2259 2.3048 -7.1010 0.3 -0.2 0.2 -0.654
H 2.1930 -0.2989 -0.1594 1.3 -0.1 0.4 -0.083
C -0.2323 -2.2119 7.7969 -0.2 0.0 -0.1 -0.685
H -1.9192 -1.5162 -6.0292 0.0 0.1 0.0 0.448
H -1.2921 0.8616 -3.0027 0.8 -0.3 1.6 -0.275
C 2.7465 -0.8623 7.9820 0.3 0.0 0.1 -1.156
H 4.0096 1.0128 1.3711 -0.6 -1.6 0.5 0.354
H -0.7276 -0.4180 -6.7190 0.0 0.0 0.1 0.314
H 0.3834 2.5325 -2.3923 0.0 -1.4 1.1 0.562
C 2.2479 -2.2049 -2.1971 -0.5 -1.0 0.0 -0.737
C 2.0680 -2.7302 -0.6921 0.0 -1.2 -0.8 -0.330
C 1.8918 -1.4017 6.8367 0.1 0.2 -0.3 -0.519
H 2.2173 -3.8746 -0.7014 -0.3 1.8 0.1 0.417
C 1.2700 -2.3198 2.3175 1.1 1.4 -1.3 0.512
H 3.0775 4.1254 -0.5374 -1.1 0.1 -0.4 0.338
H 2.7101 -1.5127 8.8563 0.0 0.1 0.0 0.278
H 2.5601 0.2285 2.1602 1.7 -0.6 -0.4 0.194
C -0.8375 -0.7384 -1.4308 -2.0 1.0 -0.1 2.899
H -0.2537 -1.0293 9.6404 0.0 0.0 0.0 0.271
H 0.9260 -2.3547 9.6399 0.0 0.1 0.0 0.216
```
Positions in Å, forces in eV/Å.



No. 5
Entry from the Open Molecules 2025 dataset: one molecule with the formula C7H9ClO2 (ωB97M-V with the def2-TZVPD basis set).

Properties
* HOMO level: -0.3260 hartree
* SMILES string: OC/C=C/C=C\C=C(\O)Cl
* molar mass: 160.60 g mol⁻¹
* energy relative to the best compared isomer or geometry (same formula, charge and spin): 229.4 kJ/mol
* HOMO-LUMO gap: 9.6 eV
* LUMO: 0.7 eV

```
19
Properties=species:S:1:pos:R:3:forces:R:3:mulliken_charge:R:1
Cl 2.2175 1.1126 1.0414 -0.3 -0.5 -1.2 -0.188
H -2.5565 0.1541 -0.5410 -0.9 1.0 0.5 0.311
C -0.8123 -1.0832 0.4351 3.8 2.7 1.4 -0.621
O -2.5269 2.0178 0.7005 -0.5 -2.3 0.4 -0.514
H 2.2714 2.0985 -1.3540 1.2 1.1 0.0 0.362
C 1.5706 -0.7388 -0.9068 0.5 2.5 2.8 -0.554
C -0.7715 0.2792 0.4135 -3.8 -2.1 -0.3 0.069
C 1.5979 0.5497 -0.6080 2.2 1.2 0.3 0.318
H -3.0044 1.4306 1.3205 0.1 1.1 0.1 0.333
H -1.6916 1.5258 -0.9778 1.2 1.7 -2.8 0.324
C 0.3804 -1.8977 0.8293 0.5 3.6 -3.1 -0.509
H -1.5212 -1.7224 0.0737 -2.7 -0.8 -1.1 0.348
O 1.4590 1.6362 -1.4277 -1.3 -1.9 0.2 -0.441
C 1.5341 -1.6841 0.1872 1.9 -2.4 0.9 -0.427
C -1.9512 1.0076 -0.1498 -0.7 -2.0 0.9 -0.854
H -0.1848 1.0115 0.8499 1.9 0.3 1.1 0.704
H 1.2864 -0.9696 -1.8460 -0.7 -1.0 -3.1 0.467
H 2.5555 -2.2235 0.3826 -2.3 0.7 -0.1 0.248
H 0.1477 -2.5044 1.5775 0.0 -3.1 3.1 0.625
```
Positions in Å, forces in eV/Å.



> The highest molar mass belongs to which entry?

C43H39F4N3OPdS2SbSi



> Which formula does entry 1 have?

C19H27GaN7O6